Computed, not measured: a molecular structure, C37H91GaN5O, with wB97M-V/def2-TZVPD.

Summary:
* total charge: -1
* orbital gap: 5.91 eV

Geometry (Å):
C: -5.41010 -1.04399 3.68368
C: -3.93735 -1.06633 3.31623
Ga: -2.77082 0.42027 4.15096
C: -0.73409 0.19219 3.89900
C: -0.27749 -1.06262 2.95149
C: -0.81255 -1.00723 1.40452
C: -0.70968 0.45709 0.67788
O: -1.77817 0.52165 -0.35001
C: -3.08371 0.85245 0.24023
H: -5.92321 0.03214 3.63617
H: -6.00385 -1.99048 4.05274
H: -3.59300 -1.91497 2.58809
H: -3.16817 0.49348 5.73004
H: -3.30452 1.82869 3.52888
H: -0.24844 0.01215 4.96093
H: -0.23994 1.16988 3.47305
H: 0.90560 -1.19916 3.03491
H: -0.72428 -2.05209 3.44766
H: -1.90011 -1.48450 1.28237
H: -0.10160 -1.73694 0.78194
H: 0.31795 0.64986 0.11122
H: -0.86937 1.37908 1.37998
H: -3.60448 1.68243 -0.43117
H: -3.04630 1.28527 1.32634
H: -3.84242 -0.06498 0.25610
C: 2.80848 2.55474 6.12353
C: 3.37584 1.71942 4.97982
N: 3.16654 2.30463 3.65344
C: 3.45910 1.37771 2.55637
C: 4.89895 0.90063 2.39894
C: 3.66194 3.67117 3.46151
C: 5.14661 3.92651 3.70080
H: 1.74363 2.76034 5.97231
H: 2.91352 2.01105 7.06929
H: 3.33552 3.50700 6.23667
H: 2.87723 0.74365 5.02015
H: 4.43805 1.52918 5.17568
H: 3.12861 1.82044 1.60827
H: 2.82297 0.49224 2.68572
H: 5.53711 1.67801 1.97426
H: 4.93104 0.05221 1.70690
H: 5.33452 0.56481 3.34368
H: 3.09337 4.33898 4.12021
H: 3.40538 4.01463 2.45094
H: 5.51584 3.44751 4.61077
H: 5.32089 5.00304 3.80828
H: 5.75468 3.59041 2.85803
C: -1.17995 4.70766 -6.25338
C: -0.62322 3.82530 -5.14018
N: -1.63649 3.01891 -4.45566
C: -1.14763 2.39553 -3.22248
C: -0.03823 1.35666 -3.34718
C: -2.46000 2.15338 -5.30560
C: -1.74399 1.11706 -6.16588
H: -1.98061 5.35533 -5.88122
H: -0.38643 5.35078 -6.65064
H: -1.56800 4.11759 -7.08921
H: -0.14902 4.49326 -4.41125
H: 0.17963 3.20227 -5.55264
H: -1.99118 1.94756 -2.68225
H: -0.78792 3.19494 -2.56141
H: -0.41610 0.40753 -3.73227
H: 0.38471 1.15063 -2.35802
H: 0.78185 1.69438 -3.98628
H: -3.05665 2.79048 -5.96986
H: -3.20863 1.64000 -4.68834
H: -0.86445 1.52314 -6.67118
H: -2.42456 0.75276 -6.94367
H: -1.43928 0.24727 -5.57972
C: -2.27866 1.10756 -10.61383
C: -1.22456 1.68118 -11.55594
N: -0.85119 3.06633 -11.26011
C: -0.05944 3.69435 -12.32174
C: 1.32151 3.11538 -12.61038
C: -0.38666 3.33601 -9.89586
C: 0.82420 2.55659 -9.39284
H: -3.17438 1.73707 -10.59274
H: -2.57853 0.10984 -10.95401
H: -1.90168 1.00205 -9.59201
H: -1.64305 1.63469 -12.56840
H: -0.35172 1.01711 -11.55426
H: 0.04439 4.76646 -12.11219
H: -0.64473 3.64843 -13.24952
H: 2.04462 3.39496 -11.84170
H: 1.69682 3.51602 -13.55821
H: 1.30820 2.02610 -12.70164
H: -1.21894 3.15032 -9.20596
H: -0.18429 4.40911 -9.78385
H: 0.77364 1.49330 -9.63918
H: 0.88212 2.63341 -8.30124
H: 1.75791 2.96249 -9.78830
C: -8.04693 -6.18727 2.37871
C: -7.97787 -5.97628 3.88817
N: -8.43444 -4.65544 4.32690
C: -8.10676 -4.36196 5.72505
C: -8.75796 -5.22558 6.80006
C: -9.78415 -4.26359 3.90928
C: -10.94331 -5.16433 4.32365
H: -7.49412 -5.40720 1.84494
H: -7.59997 -7.15311 2.11703
H: -9.07810 -6.19736 2.01270
H: -6.92871 -6.10440 4.18008
H: -8.53412 -6.78201 4.38237
H: -8.32822 -3.30833 5.93706
H: -7.01801 -4.44512 5.83977
H: -9.80884 -4.96669 6.94341
H: -8.25714 -5.05722 7.75954
H: -8.68549 -6.29389 6.57980
H: -9.79518 -4.17963 2.81568
H: -9.99214 -3.24278 4.25531
H: -10.72688 -6.22514 4.17641
H: -11.82612 -4.92730 3.71924
H: -11.22333 -5.00684 5.36757
C: 7.12169 -0.58332 5.73639
C: 7.65303 -1.63303 4.76504
N: 9.05975 -1.44973 4.40022
C: 9.47973 -2.28068 3.26820
C: 9.46156 -3.79384 3.45685
C: 10.01483 -1.38327 5.51068
C: 10.07669 -2.57253 6.46386
H: 7.27553 0.42871 5.34760
H: 6.04514 -0.72483 5.88510
H: 7.59711 -0.65599 6.71927
H: 7.03964 -1.56768 3.85849
H: 7.47046 -2.62852 5.18756
H: 10.48427 -1.97733 2.94731
H: 8.83149 -2.03961 2.41548
H: 10.29497 -4.13310 4.07511
H: 9.56831 -4.28639 2.48435
H: 8.52737 -4.14951 3.89938
H: 9.79278 -0.48674 6.10232
H: 11.02216 -1.19730 5.11604
H: 9.08678 -2.93207 6.75476
H: 10.59733 -2.27949 7.38251
H: 10.63808 -3.40510 6.03417



Computed, not measured: a molecular structure, C37H91N12O11Pd, with wB97M-V/def2-TZVPD.

Summary:
* <S²>: 2.01
* 2S+1: 3
* total charge: +1
* orbital gap (alpha / beta): 7.50 / 5.61 eV

Geometry (Å):
Pd: -1.10239 1.70226 -3.17738
C: -1.64634 -0.65606 0.57406
C: -1.05040 0.65751 0.09266
C: 0.49658 0.51863 0.05885
O: -1.66006 1.25093 -0.99766
H: -1.12541 -0.91950 1.49251
H: -1.66507 -1.43273 -0.19193
H: -2.70319 -0.50079 0.82213
H: -1.13730 1.31748 0.96491
H: 0.93336 1.52034 0.03159
H: 0.93286 0.00242 -0.79807
H: 0.95078 0.01362 0.91370
C: 5.17688 6.28645 -0.34252
O: 6.19778 5.94504 -1.26530
C: 7.42593 5.57340 -0.57517
C: 7.41698 4.08082 -0.22114
N: 7.15727 3.31644 -1.45227
C: 6.58163 1.99368 -1.42593
C: 5.17205 1.91472 -0.75582
O: 5.18894 1.78627 0.63253
C: 3.87359 1.71494 1.18697
H: 5.41925 7.01410 0.43501
H: 4.86260 5.35969 0.15195
H: 4.32587 6.66495 -0.90430
H: 7.54320 6.15624 0.33678
H: 8.23397 5.75354 -1.28094
H: 6.54800 3.97446 0.43525
H: 8.38099 3.77986 0.18128
H: 6.64028 3.85549 -2.13107
H: 7.16014 1.20559 -0.94302
H: 6.26270 1.80545 -2.45269
H: 4.57038 1.15979 -1.28094
H: 4.72776 2.90019 -0.97615
H: 3.92244 1.93860 2.25023
H: 3.62420 0.65374 1.09183
H: 3.15051 2.37238 0.70222
C: -4.31704 2.67355 -3.58473
O: -3.05675 2.95576 -2.96446
C: -2.62510 4.33257 -3.09910
C: -1.42733 4.58609 -2.19945
N: -0.33596 3.74820 -2.71613
C: 0.84016 3.79069 -1.89002
C: 1.67714 5.10248 -1.87261
O: 2.15068 5.20593 -3.20694
C: 2.56979 6.53574 -3.60542
H: -4.42693 3.02133 -4.61370
H: -5.11464 3.19573 -3.04930
H: -4.55823 1.61612 -3.52612
H: -3.40299 5.05027 -2.83078
H: -2.33101 4.48036 -4.14128
H: -1.67592 4.35582 -1.16442
H: -1.20195 5.65576 -2.20451
H: -0.06994 3.99877 -3.66665
H: 1.59075 3.05942 -2.20323
H: 0.56831 3.49531 -0.87440
H: 2.51967 4.94735 -1.19950
H: 0.99491 5.89051 -1.54384
H: 2.33608 6.66647 -4.65919
H: 3.64654 6.62599 -3.46943
H: 2.00109 7.21172 -2.96819
C: -1.97515 -4.76592 5.00487
C: -2.38041 -3.26861 4.96028
C: -2.36083 -2.83075 3.46159
C: -3.53512 -3.35792 2.65041
C: -4.80518 -2.94233 3.29565
C: -4.98910 -3.41023 4.77339
N: -3.73740 -3.02270 5.47961
O: -3.83394 -3.39539 6.85425
C: -6.13709 -2.54152 5.27242
C: -5.39661 -4.88468 4.76017
C: -1.34954 -2.41092 5.67665
H: -2.82387 -5.37236 4.69630
H: -1.74614 -5.01371 6.04196
H: -1.09939 -4.91704 4.37567
H: -2.37008 -1.73676 3.49761
H: -1.43567 -3.11919 2.95820
H: -3.46037 -4.44664 2.59510
H: -3.55895 -2.89754 1.65883
H: -5.63502 -3.21650 2.63762
H: -4.88874 -1.85076 3.35158
H: -5.90408 -1.47174 5.29627
H: -6.97182 -2.47968 4.56834
H: -6.51269 -2.82559 6.25518
H: -5.04228 -5.35725 3.84405
H: -5.04604 -5.43348 5.63740
H: -6.47231 -5.05652 4.82822
H: -1.42835 -2.54945 6.75845
H: -1.52187 -1.33122 5.60142
H: -0.30456 -2.51453 5.38516
H: -3.73830 -2.54095 7.28798
C: 0.87416 -6.50245 0.89918
C: 1.06577 -5.22446 0.08888
C: 2.05612 -4.35575 0.87298
C: 2.72284 -3.26468 0.04521
C: 3.43280 -3.91244 -1.16450
C: 2.47251 -4.69997 -2.05689
N: 1.67704 -5.60100 -1.19697
O: 0.76654 -6.39834 -1.91979
C: 1.56603 -3.70120 -2.79287
C: 3.24000 -5.59798 -3.04616
C: -0.27393 -4.46318 -0.04115
H: 0.54032 -6.33815 1.92582
H: 1.82900 -7.02573 0.95384
H: 0.11392 -7.14674 0.45560
H: 1.51845 -3.84656 1.68245
H: 2.73555 -4.94755 1.49008
H: 3.44634 -2.63290 0.57086
H: 2.06577 -2.44626 -0.26976
H: 4.33644 -4.44314 -0.85351
H: 3.93168 -3.14493 -1.76977
H: 0.90990 -3.13533 -2.12754
H: 2.04788 -2.89261 -3.34782
H: 0.83856 -4.20795 -3.43040
H: 2.66170 -6.37942 -3.54266
H: 3.61032 -5.05976 -3.92509
H: 4.12653 -6.08045 -2.63251
H: -0.62173 -4.25918 0.97682
H: -1.02609 -5.08926 -0.51891
H: -0.19635 -3.46177 -0.46185
H: 1.24023 -7.23549 -1.98505
C: -2.85008 -1.11216 -3.35673
O: -2.16495 -0.14346 -3.72973
N: -3.24707 -2.05220 -4.25569
N: -3.31580 -1.26845 -2.11376
H: -4.00598 -2.66320 -4.02238
H: -2.95356 -1.90681 -5.20502
H: -3.87520 -2.09296 -2.00708
H: -3.13885 -0.53870 -1.43951
C: -5.14248 2.41526 0.83635
O: -6.28945 2.83868 0.86044
N: -4.59092 1.56871 1.74845
N: -4.21826 2.80704 -0.09142
H: -3.66592 1.19581 1.63645
H: -5.02169 1.29586 2.61468
H: -3.38915 2.22343 -0.15522
H: -4.37756 3.52396 -0.77125
C: -1.57425 4.68701 1.94522
O: -0.46018 5.15178 2.17096
N: -1.90917 3.40116 2.30905
N: -2.48973 5.29557 1.15477
H: -2.78462 2.99061 2.01539
H: -1.09909 2.80987 2.37344
H: -2.35802 6.29792 1.17243
H: -3.38851 4.84993 1.06638
C: 1.82541 0.51924 -3.66761
O: 0.74583 0.67780 -3.05762
N: 2.86906 -0.04128 -3.03581
N: 2.01742 0.95197 -4.92823
H: 3.45120 -0.47456 -3.73816
H: 2.77444 -0.31671 -2.07517
H: 1.30399 1.60340 -5.21341
H: 2.93765 1.08015 -5.31217



Computed, not measured: a molecular structure, C37H91N6Na2O15, with wB97M-V/def2-TZVPD.

Summary:
* <S²>: 0.75
* 2S+1: 2
* orbital gap (alpha / beta): 3.44 / 8.22 eV

Geometry (Å):
Na: -3.32696 21.48159 10.91745
Na: -2.75698 24.12802 8.84427
O: 0.40530 21.00327 8.80914
C: -0.70848 21.10378 9.46919
O: -0.73690 20.53718 10.57621
O: -1.61627 21.87548 9.12064
H: 0.75218 20.45323 9.51535
C: -1.02912 14.44474 6.70852
O: -1.26431 15.80491 6.55894
C: -0.14540 16.67473 6.76357
C: -0.48104 18.14799 6.61314
N: -0.93952 18.45292 5.22208
C: -1.57376 19.81997 5.19562
C: -2.20633 20.10469 3.83052
O: -3.25801 19.12766 3.51620
C: -4.20998 19.57631 2.56978
H: -0.54290 14.13512 7.63363
H: -0.44272 14.09780 5.85771
H: -1.96335 13.88325 6.70183
H: 0.52917 16.29352 5.99692
H: 0.29981 16.45051 7.73290
H: 0.40045 18.73302 6.87550
H: -1.24902 18.43155 7.33278
H: -1.57974 17.78534 4.81641
H: -0.89292 20.64354 5.41075
H: -2.35753 19.85396 5.95235
H: -1.49570 20.00977 3.00948
H: -2.57768 21.12689 3.90334
H: -4.99800 18.89232 2.25467
H: -3.84333 19.95437 1.61544
H: -4.80152 20.38745 2.99431
C: -0.93220 23.29628 5.92274
O: -1.59071 24.30086 6.67071
C: -1.68058 25.58965 6.03060
C: -2.57977 26.48831 6.93346
N: -2.14487 26.60565 8.33886
C: -3.09538 27.47224 9.10627
C: -3.07805 28.99028 8.98721
O: -2.14933 29.57310 10.00218
C: -1.92181 30.96727 9.87325
H: 0.07533 23.59152 5.62976
H: -1.54158 23.05889 5.05073
H: -1.03584 22.41818 6.56015
H: -2.11849 25.49188 5.03724
H: -0.71227 26.00591 5.75276
H: -3.63030 26.20555 6.86618
H: -2.59275 27.50087 6.53015
H: -1.32384 27.18455 8.23453
H: -2.96762 27.30476 10.17573
H: -4.09294 27.05711 8.96264
H: -4.08256 29.32522 9.24579
H: -2.89285 29.38107 7.98666
H: -2.87026 31.49430 9.97713
H: -1.38149 31.10045 8.93602
H: -1.20683 31.21340 10.65832
C: 1.88468 18.25518 16.41838
O: 1.13257 18.68538 15.27420
C: 0.59584 17.62546 14.54787
C: -0.26070 18.23088 13.42058
N: 0.52674 18.28733 12.19651
C: 0.47148 17.04731 11.41466
C: 1.54624 16.97891 10.27321
O: 1.37562 18.06034 9.31100
C: 2.48197 18.08060 8.38299
H: 2.68115 17.59983 16.06590
H: 1.31148 17.63707 17.10938
H: 2.39640 19.09812 16.88281
H: 0.00311 16.98755 15.20349
H: 1.32540 16.87419 14.24548
H: -0.52566 19.26044 13.66119
H: -1.20518 17.69967 13.30286
H: 0.19369 19.05580 11.63202
H: -0.44514 16.90339 10.84265
H: 0.63007 16.20225 12.08460
H: 1.43083 16.05898 9.70005
H: 2.54975 16.96001 10.69832
H: 3.33490 18.32576 9.01585
H: 2.38206 18.82732 7.59525
H: 2.62679 17.11991 7.88884
C: 6.07109 25.92026 2.14576
O: 6.08020 25.85320 3.55519
C: 6.43989 27.09026 4.22960
C: 6.51267 26.85585 5.72254
N: 5.19703 26.46383 6.21127
C: 5.18647 26.10012 7.60335
C: 3.72854 25.66286 8.14301
O: 3.42531 24.43824 7.50937
C: 2.23821 23.88089 8.08084
H: 5.29336 26.64157 1.89484
H: 5.99652 24.89958 1.77059
H: 7.03478 26.31513 1.82407
H: 5.77769 27.93288 4.03062
H: 7.43329 27.32123 3.84499
H: 6.77321 27.79370 6.21310
H: 7.18028 26.01934 5.92900
H: 4.98433 25.62528 5.69001
H: 5.52044 26.93168 8.22388
H: 5.83819 25.23574 7.73065
H: 3.02443 26.47916 7.98177
H: 3.78700 25.47435 9.21499
H: 1.94032 22.96648 7.56781
H: 1.40410 24.58253 8.08854
H: 2.46805 23.65802 9.12276
C: -9.44382 21.32153 14.29383
O: -8.03532 21.07890 14.07652
C: -7.28475 22.22861 13.72669
C: -5.73630 21.87510 13.68699
N: -5.29249 21.20681 12.48128
C: -5.79012 19.83923 12.41200
C: -5.21803 19.11410 11.20206
O: -3.77786 19.12629 11.23082
C: -3.19912 18.34260 10.19873
H: -9.58324 21.66917 15.31746
H: -9.97674 20.38005 14.16081
H: -9.86295 22.02566 13.57505
H: -7.39101 22.97094 14.51775
H: -7.65852 22.57128 12.76182
H: -5.31146 21.41305 14.57813
H: -5.27334 22.86186 13.69519
H: -5.73368 21.60523 11.66476
H: -6.87373 19.81261 12.29723
H: -5.53949 19.27033 13.30735
H: -5.55463 19.48327 10.23329
H: -5.65487 18.11818 11.12854
H: -2.12369 18.50328 10.27436
H: -3.55092 18.46806 9.17472
H: -3.25071 17.28405 10.45350
C: 2.83126 24.50270 17.58799
O: 2.82420 23.73944 16.32698
C: 3.64047 24.29410 15.29211
C: 3.49224 23.34069 14.14544
N: 2.10669 23.32437 13.68556
C: 1.80726 22.17617 12.82732
C: 2.81784 21.88866 11.66398
O: 3.94388 21.11849 12.14191
C: 3.64980 19.73892 12.42270
H: 3.75624 24.34343 18.14219
H: 1.91441 24.19361 18.08995
H: 2.67533 25.56912 17.42503
H: 4.70394 24.36713 15.51971
H: 3.34220 25.29943 14.99474
H: 3.81605 22.36190 14.49929
H: 4.11880 23.63451 13.30331
H: 1.66661 23.16497 14.58056
H: 0.85687 22.28552 12.30491
H: 1.63060 21.31385 13.47020
H: 3.13405 22.86268 11.29064
H: 2.37313 21.27069 10.88395
H: 3.03764 19.22023 11.68492
H: 3.12849 19.64618 13.37546
H: 4.55205 19.15915 12.61745